(1)
15
Properties=species:S:1:pos:R:3:nbo_charge:R:1 method="wB97M-V/def2-TZVPD" smiles=c1c[nH]cn1.O.O homo_lumo_gap_ev=8.9795 e_lumo_ha=0.014 multiplicity=1
O -0.62 0.59 1.96 -0.99
O -3.42 -0.71 2.56 -0.95
N 1.87 0.75 -1.99 -0.46
N 1.02 -0.29 -0.22 -0.53
C 2.00 0.52 -0.71 0.16
C 0.27 -0.66 -1.29 -0.12
C 0.79 -0.01 -2.36 -0.11
H -1.46 0.33 2.34 0.51
H 0.41 -0.23 -3.35 0.20
H 0.83 -0.45 0.76 0.44
H -0.61 -1.29 -1.25 0.21
H 2.71 1.00 -0.04 0.19
H -3.41 -1.28 3.33 0.48
H -3.70 -1.28 1.82 0.48
H -0.58 1.44 1.53 0.49

(2)
15
Properties=species:S:1:pos:R:3:nbo_charge:R:1 method="wB97M-V/def2-TZVPD" smiles="NC(=O)[C@H](N)CO" homo_lumo_gap_ev=10.4408 e_lumo_ha=0.029 multiplicity=1
O 0.03 -2.45 -0.35 -0.61
O -0.50 2.30 -0.67 -0.72
N -0.37 -1.30 1.54 -0.83
N 1.31 0.10 -1.08 -0.84
C -0.04 -0.06 -0.60 -0.17
C -0.46 1.16 0.22 -0.09
C -0.11 -1.39 0.21 0.67
H 1.92 -0.68 -0.89 0.38
H 0.39 2.69 -0.62 0.48
H -0.85 -0.32 -1.30 0.21
H -1.47 1.15 0.63 0.18
H 1.31 0.18 -2.08 0.37
H -0.58 -2.13 2.08 0.40
H -0.88 -0.51 1.92 0.39
H 0.31 1.28 0.98 0.18

(3)
15
Properties=species:S:1:pos:R:3:nbo_charge:R:1 method="wB97M-V/def2-TZVPD" homo_lumo_gap_ev="8.0830 / 8.0813" e_lumo_ha="-0.046 / -0.046" multiplicity=1
O 0.91 1.47 0.82 -0.66
O -1.59 -0.15 -0.62 -0.52
N 0.27 -1.07 0.87 -0.47
N -1.48 -2.51 0.01 -0.84
C -1.10 1.03 -0.77 0.16
C -0.70 -1.45 0.28 0.45
C 2.15 1.09 0.28 -0.25
H 0.03 0.96 0.40 0.45
H 2.32 0.02 0.16 0.20
H -1.65 1.86 -0.33 0.18
H 2.92 1.48 0.95 0.19
H 2.30 1.58 -0.69 0.15
H -2.37 -2.26 -0.41 0.39
H -0.48 1.19 -1.66 0.17
H -1.53 -3.22 0.73 0.41

(4)
15
Properties=species:S:1:pos:R:3:nbo_charge:R:1 method="wB97M-V/def2-TZVPD" smiles="NC(=O)NCCO" homo_lumo_gap_ev=10.4077 e_lumo_ha=0.026 multiplicity=1
O 1.95 0.05 -0.97 -0.74
O 0.81 -1.18 0.96 -0.64
N -0.74 -0.31 2.34 -0.82
N -1.10 -0.16 0.07 -0.67
C 0.84 0.87 -1.22 -0.08
C -0.23 -0.56 1.10 0.79
C -0.48 0.03 -1.27 -0.26
H 0.76 1.70 -0.49 0.15
H 0.98 1.32 -2.21 0.19
H -0.16 -0.93 -1.68 0.20
H -1.54 0.31 2.37 0.40
H -1.58 -1.08 0.20 0.39
H 1.68 -0.51 -0.21 0.49
H -1.22 0.50 -1.93 0.21
H 0.02 -0.06 2.95 0.40

(5)
15
Properties=species:S:1:pos:R:3:nbo_charge:R:1 method="wB97M-V/def2-TZVPD" smiles="CC(N)=O.NC=O" homo_lumo_gap_ev=10.5568 e_lumo_ha=0.030 multiplicity=1
O 2.36 1.15 0.13 -0.64
O -2.44 -0.62 0.02 -0.62
N -1.35 -0.30 2.04 -0.83
N 1.71 1.15 -2.05 -0.83
C -2.42 -0.65 1.26 0.53
C 0.73 -0.51 -0.56 -0.74
C 1.67 0.65 -0.78 0.67
H 2.35 1.93 -2.26 0.41
H -0.55 0.12 1.59 0.41
H 0.87 -1.28 -1.32 0.23
H 0.95 -0.96 0.39 0.23
H -1.44 -0.28 3.07 0.40
H -0.30 -0.15 -0.62 0.26
H -3.30 -0.99 1.87 0.11
H 1.16 0.76 -2.80 0.40

(6)
15
Properties=species:S:1:pos:R:3:nbo_charge:R:1 method="wB97M-V/def2-TZVPD" homo_lumo_gap_ev=8.0114 e_lumo_ha=0.011 multiplicity=1
O 1.48 0.29 1.97 -0.69
O -1.11 1.37 -0.73 -1.06
N 0.66 -0.24 -1.51 -0.83
N -1.38 -1.16 0.44 -0.74
C -0.64 -0.17 0.98 0.25
C 0.77 -0.12 0.84 0.00
C 1.38 -0.24 -0.40 0.11
H -2.38 -1.09 0.50 0.39
H 1.95 1.11 1.77 0.47
H 2.47 -0.15 -0.43 0.18
H -1.97 1.27 -1.16 0.45
H 1.19 -0.27 -2.37 0.37
H -1.02 -1.57 -0.41 0.41
H -0.32 0.62 -1.31 0.46
H -1.08 0.36 1.81 0.22

(7)
15
Properties=species:S:1:pos:R:3:nbo_charge:R:1 method="wB97M-V/def2-TZVPD" smiles="NC(=O)[C@H](N)CO" homo_lumo_gap_ev=9.6911 e_lumo_ha=0.015 multiplicity=1
O 0.66 1.18 -2.00 -0.62
O -0.90 0.02 2.40 -0.72
N -1.41 1.15 -0.37 -0.79
N 1.92 -0.18 -0.99 -0.80
C 0.79 0.52 -0.95 0.64
C -0.03 -0.55 1.16 -0.08
C -0.46 0.10 -0.23 -0.15
H 1.77 -1.02 -0.63 0.35
H 2.52 -0.10 -1.83 0.41
H -1.06 -0.77 2.88 0.46
H -2.09 1.10 0.32 0.37
H -1.95 1.04 -1.23 0.37
H -0.75 -0.75 -0.83 0.19
H 0.01 -1.57 1.03 0.18
H 0.99 -0.19 1.26 0.19

(8)
15
Properties=species:S:1:pos:R:3:nbo_charge:R:1 method="wB97M-V/def2-TZVPD" homo_lumo_gap_ev=9.3504 e_lumo_ha=0.016 multiplicity=1
O 1.53 0.35 0.83 -0.72
O 0.26 1.18 -0.83 -0.75
N -0.51 -1.14 -0.41 -0.72
N -2.07 -2.65 0.44 -0.79
C 1.20 1.25 0.05 0.79
C -1.68 -1.64 -0.38 0.36
C 1.94 2.57 0.11 -0.72
H 0.17 -1.36 0.30 0.41
H -3.01 -3.00 0.40 0.40
H 1.22 3.38 0.16 0.22
H -2.44 -1.38 -1.11 0.19
H -0.26 0.03 -0.80 0.47
H 2.71 2.58 0.86 0.22
H -1.49 -2.87 1.23 0.40
H 2.44 2.69 -0.85 0.22

It is found that the energy above the lowest of the compared OMol25 structures with the same formula, charge and spin values, taken in the order of the records, are 108.3; 105.6; 553.0; 129.2; 27.6; 321.3; 316.0; 74.6 kJ/mol.
It is found that the E_tot values, taken in the order of the records, are -379.0997; -379.1008; -378.9304; -379.0918; -379.1305; -379.0186; -379.0206; -379.1126 Ha.